1.
A molecular structure, C18H12Cl36NO3P. Source: OMol25; level of theory: ωB97M-V/def2-TZVPD.

```
! wB97M-V def2-TZVPD RIJCOSX def2/J DEFGRID3
* xyz 0 1
N 3.02406 0.41880 2.77853
P 2.09838 0.85856 1.48439
O 1.36826 2.38020 1.92005
C 0.23765 2.72661 1.04387
O 0.15676 2.23579 -0.19534
O -0.78279 3.65452 1.62961
C -1.69704 2.82266 2.42990
C -3.04143 2.46070 1.50306
C -2.87925 0.83321 1.15840
C -2.47813 0.38718 -0.36889
C -2.28049 -1.22103 -0.65552
C -2.49304 -2.31723 0.54699
C -2.89167 -1.81739 2.07468
C -3.10058 -0.21666 2.40107
H 4.01443 0.32505 2.45230
H 1.03340 -0.09657 1.23958
H 2.97485 1.00662 0.31677
H -2.01059 3.29187 3.45881
H -1.13150 1.80268 2.68436
H -3.03788 3.03687 0.47029
H -3.98513 2.69710 2.15439
H -2.31622 1.21300 -1.19369
H -1.96831 -1.55988 -1.75054
H -2.35852 -3.45161 0.28807
H -3.01412 -2.63247 2.90905
H -3.36374 0.09499 3.51501
C 6.01486 -2.00606 0.38475
Cl 6.70088 -2.32503 -1.22837
Cl 4.23653 -1.97544 0.27855
Cl 6.52053 -3.29166 1.50997
Cl 6.60153 -0.43206 0.97901
C -4.78511 -2.70280 -3.32168
Cl -3.40818 -1.78895 -2.65576
Cl -4.86817 -2.45187 -5.08373
Cl -4.56815 -4.43766 -2.97847
Cl -6.29607 -2.13284 -2.56872
C 7.90396 3.33624 -0.19092
Cl 9.66519 3.60547 -0.18039
Cl 7.43665 2.40537 1.25469
Cl 7.06300 4.90701 -0.18326
Cl 7.45086 2.42711 -1.65482
C 8.80395 2.71431 -5.82511
Cl 9.08746 4.26003 -6.66467
Cl 9.86269 1.45943 -6.51725
Cl 9.16495 2.90552 -4.09083
Cl 7.10062 2.23215 -6.02756
C 13.60396 0.56210 -7.12291
Cl 15.28887 0.71295 -7.68223
Cl 13.40735 -0.97083 -6.23626
Cl 13.21151 1.92586 -6.04552
Cl 12.50796 0.58050 -8.52763
C -6.79608 -7.24374 -1.20528
Cl -6.88400 -5.47379 -1.38984
Cl -8.15364 -8.00005 -2.07689
Cl -5.25562 -7.83515 -1.87745
Cl -6.89100 -7.66610 0.52314
C -2.05361 2.43258 7.04075
Cl -0.29239 2.70182 7.05128
Cl -2.52093 1.50172 8.48636
Cl -2.89457 4.00336 7.04841
Cl -2.50672 1.52346 5.57685
C -5.65361 6.54897 8.29975
Cl -3.96870 6.69982 7.74043
Cl -5.85022 5.01604 9.18640
Cl -6.04607 7.91272 9.37713
Cl -6.74962 6.56736 6.89503
C -11.05367 -7.42829 -4.91841
Cl -11.78506 -7.51270 -3.29593
Cl -12.34152 -7.37917 -6.14875
Cl -10.05577 -5.95759 -5.04423
Cl -10.03219 -8.86370 -5.18484
*
```

Its lowest unoccupied orbital energy is -0.1834 eV. As for the HOMO-LUMO gap: 8.3 eV.


2.
A single C5H5Cl molecule. Source: OMol25; level of theory: ωB97M-V/def2-TZVPD.

```
! wB97M-V def2-TZVPD RIJCOSX def2/J DEFGRID3
* xyz 0 1
C 0.09019 0.39044 0.23725
C -0.17062 -1.06532 0.46810
C 0.15590 1.21850 -0.83013
C 0.53423 1.83984 -1.88694
C -0.37827 -1.71006 1.65035
Cl -0.91492 -3.34914 1.68335
H 0.03574 1.08097 1.20584
H -0.44870 -1.48995 -0.56045
H -0.18942 2.28266 -2.52040
H 1.53534 1.91487 -2.04016
H -0.24947 -1.11279 2.59320
*
```

Its lowest unoccupied orbital energy is 0.5536 eV. The energy relative to the best compared isomer or geometry (same formula, charge and spin) is 222.6 kJ/mol. As for the structure (SMILES): C=C=C/C=C/Cl. As for the HOMO-LUMO gap: 9.3 eV.


3.
A molecular structure, C26H46HoOP2. Source: OMol25; level of theory: ωB97M-V/def2-TZVPD.

```
! wB97M-V def2-TZVPD RIJCOSX def2/J DEFGRID3
* xyz 1 5
Ho 0.05167 -1.37626 -0.60285
C 0.19216 -1.03010 1.84522
C -0.92319 -0.26309 1.38506
C -1.34909 -2.49806 0.92214
C -0.05824 -2.40541 1.54447
C -1.89531 -1.17164 0.85504
C 1.33369 -0.49878 2.64209
H 1.03414 0.35348 3.26773
H 2.16151 -0.17037 1.97577
H 1.73349 -1.28472 3.29740
C 0.89842 -3.53025 1.69816
H 1.79651 -3.24294 2.26071
H 1.21101 -3.91536 0.71135
H 0.39977 -4.35980 2.22657
C -1.76886 -3.64670 0.08677
H -1.84845 -4.53730 0.72141
H -1.03982 -3.88734 -0.72177
H -2.74419 -3.43196 -0.36013
C -3.12382 -0.74497 0.13356
H -4.02488 -0.87680 0.74723
H -3.27345 -1.34024 -0.78086
H -3.07207 0.32055 -0.14012
C -1.15830 1.17668 1.65852
H -1.99212 1.32549 2.37123
H -1.41959 1.70731 0.73613
H -0.27182 1.66845 2.07809
C 2.03527 2.89558 -1.34949
C 1.70315 3.40378 -0.14523
C 0.50982 4.19873 0.24172
C -0.59985 4.48666 -0.79978
C -1.47665 3.35005 -1.21818
C -1.17633 2.29300 -1.98235
C 0.08521 1.94336 -2.71444
C 1.23961 2.95266 -2.61622
H 0.86115 5.18535 0.58392
H -0.16284 5.01297 -1.64637
H 0.06115 3.73114 1.12633
H 0.86854 3.95873 -2.81303
H 2.96379 2.32210 -1.44631
H 2.36632 3.19010 0.69457
H 1.92939 2.74789 -3.44926
H 0.41879 0.94307 -2.36166
H -1.90824 1.46544 -2.02154
H -0.09222 1.79614 -3.79667
H -1.28054 5.20504 -0.32441
H -2.49364 3.37971 -0.79408
P -0.57293 3.13953 -5.64379
P -2.88602 1.67612 -6.79214
C -1.10156 3.73992 -7.34577
C -1.92505 2.68600 -8.06217
H -0.17489 3.96090 -7.88844
H -1.67372 4.67391 -7.24411
H -2.66851 3.15534 -8.72116
H -1.27635 2.02904 -8.66611
C -3.81606 0.77570 -8.10868
H -4.58820 0.16977 -7.62176
H -3.12475 0.11871 -8.65301
H -4.27295 1.49593 -8.80300
C -4.19902 2.97504 -6.49836
H -4.47909 3.48571 -7.43337
H -3.87375 3.71787 -5.75738
H -5.08137 2.45928 -6.09368
C 1.09947 2.54755 -6.15794
H 1.64516 2.15193 -5.29741
H 1.66511 3.37104 -6.60563
H 0.99061 1.73631 -6.88958
C -0.27529 4.83659 -4.98182
H -1.14971 5.43369 -5.26693
H 0.63617 5.25406 -5.42739
H -0.21110 4.84621 -3.88886
C 4.20830 -0.51286 0.02652
C 2.73765 -0.70715 -0.02055
O 2.11385 -1.02456 -1.07577
H 4.46438 -0.39315 1.08462
H 4.55153 0.39947 -0.48353
H 4.76195 -1.37584 -0.36865
*
```

Its lowest unoccupied orbital energy (alpha / beta) is -4.1032 / -4.0044 eV. The energy relative to the best compared isomer or geometry (same formula, charge and spin) is 0.0 kJ/mol. As for the HOMO-LUMO gap (alpha / beta): 5.5 / 5.6 eV.


4.
A molecular structure, C6H13NO7Zn. Source: OMol25; level of theory: ωB97M-V/def2-TZVPD.

```
! wB97M-V def2-TZVPD RIJCOSX def2/J DEFGRID3
* xyz 0 1
Zn 8.12475 8.02278 -18.28580
O 13.57680 7.72581 -15.78740
C 12.39338 7.95481 -16.35109
O 11.37117 8.40597 -15.77699
O 12.09450 7.72596 -17.56531
H 13.48025 8.13677 -14.92519
O 6.53287 10.82430 -23.26575
C 6.69038 10.15968 -22.11641
O 6.52392 8.94221 -21.86801
O 7.24439 10.71057 -21.23206
H 7.00260 11.63573 -23.05945
C 4.23856 4.47251 -15.35134
C 4.78886 5.77522 -15.94953
C 4.64923 6.95643 -15.10021
O 5.33745 8.05305 -15.63133
C 5.27104 9.25552 -14.87395
N 6.18630 5.50814 -16.25975
H 4.25193 3.59720 -16.00077
H 3.15189 4.41055 -15.29291
H 4.75605 4.30688 -14.40642
H 4.25781 6.07897 -16.85165
H 5.16251 6.68753 -14.17699
H 3.58388 7.18425 -15.06503
H 5.54432 8.93290 -13.86929
H 4.25487 9.64677 -14.92318
H 6.03280 9.99673 -15.11568
H 6.15826 4.66552 -16.81589
H 6.73735 5.20735 -15.46858
*
```

Its lowest unoccupied orbital energy is -5.4466 eV. The energy relative to the best compared isomer or geometry (same formula, charge and spin) is 1197.0 kJ/mol. As for the HOMO-LUMO gap: 2.5 eV.